Computed, not measured: C4H6OS in the gas phase at a distorted geometry, with wB97M-V/def2-TZVPD.

Properties
HOMO (eV): -8.75
SMILES: C=C1CSCO1
F_max (eV Å⁻¹): 3.8
ΔE to the lowest compared entry with this formula, charge and spin (kcal per mole): 50.2

Structure (ORCA input):
```
! wB97M-V def2-TZVPD RIJCOSX def2/J DEFGRID3
* xyz 0 1
C 0.8200 -1.4812 -1.0252
C 0.1944 -0.3938 -0.4480
C 0.9333 0.6092 0.4526
C -1.5216 0.7581 0.4540
H 0.2990 -2.4589 -1.4586
H 1.9129 -1.3492 -0.9607
H 1.7390 0.9941 -0.0233
H 1.1634 -0.0704 1.3135
H -2.2867 1.4636 0.0234
H -1.9107 0.1258 1.3621
O -1.0982 -0.0966 -0.5020
S -0.2447 1.8992 0.8120
*
```

Atomic partial charges in e from the Löwdin method, atoms 1 to 6: 0.045, -0.436, -0.416, -0.563, 0.104, 0.053

***

Computed, not measured: a molecular structure, C3H5LiO3Tm at a distorted geometry, with wB97M-V/def2-TZVPD.

Properties
HOMO (alpha / beta) (eV): -26.53 / -28.23
F_max (eV Å⁻¹): 5.3
ΔE to the lowest compared entry with this formula, charge and spin (kcal per mole): 0.0

Structure (ORCA input):
```
! wB97M-V def2-TZVPD RIJCOSX def2/J DEFGRID3
* xyz 4 4
H -2.6472 1.7656 -0.0658
O 0.9674 -0.5824 -0.4004
C 0.4158 -1.6284 0.3618
C -1.0853 -1.6962 0.2587
O -1.6729 -0.6614 1.1738
C -2.0958 0.4264 0.7907
O -2.3817 0.7896 -0.3748
Tm 2.1351 1.1049 0.3740
Li 1.1097 -1.0267 -2.1965
H 0.6990 -1.5637 1.4240
H 0.7745 -2.6122 0.0096
H -1.4790 -2.6418 0.6424
H -1.4712 -1.4885 -0.7459
*
```

Atomic partial charges in e from the Löwdin method, atoms 1 to 6: 0.274, -0.487, -0.239, 0.018, 0.155, -0.048

***

Q: Among the records above, which one has the highest F_max?
A: C3H5LiO3Tm